99
Properties=species:S:1:pos:R:3:forces:R:3:lowdin_charge:R:1 method="wB97M-V/def2-TZVPD" total_energy_ev=-60791.4438 lumo_energy_ev=0.30 max_force_ev_per_a=12.6 e_homo_ev=-9.178
C -20.0024 31.0073 -7.3871 6.3103 -3.4234 -9.2898 0.02
C -20.3228 31.1291 -8.8347 -1.3436 0.1967 3.6138 -0.06
C -19.5384 30.6729 -9.8408 3.6379 0.0350 0.3345 -0.12
N -18.2029 30.2606 -9.5959 -3.6694 0.8877 -1.3370 0.07
C -17.9142 30.2032 -8.3342 2.7485 -2.6269 -1.7266 -0.23
C -18.7357 30.4009 -7.2870 -1.5406 2.5227 5.0995 -0.10
H -20.5959 31.3242 -6.7106 -3.8435 2.0005 4.7477 0.03
H -21.2755 31.6039 -8.9164 -0.6206 0.0972 -1.1336 0.09
H -19.6754 30.7467 -10.8982 -0.9065 0.1461 -0.3767 0.08
H -16.9416 29.6764 -8.2831 -0.2022 0.8524 1.1464 0.12
H -18.2552 30.4206 -6.2651 -0.5872 -0.6695 -1.0872 0.12
C -22.4173 30.9303 -12.9076 -5.4195 0.3475 3.0567 -0.03
C -22.7708 30.2141 -11.7175 2.7031 -0.2034 -1.0600 -0.08
C -24.0912 30.2131 -11.2747 -2.7818 -0.6414 2.3520 -0.16
N -25.0372 30.9938 -11.8262 0.2026 -0.7074 -1.1568 0.07
C -24.7217 31.6737 -12.9594 3.3516 -3.6069 4.4072 -0.16
C -23.4708 31.7496 -13.4316 4.3085 -1.6689 -0.8932 -0.08
H -21.4626 30.9699 -13.2452 2.7193 0.1116 -1.0140 0.05
H -21.8527 29.7457 -11.2174 -1.9713 0.1641 -0.3796 0.10
H -24.6462 29.5703 -10.3100 2.5481 1.7674 -2.6989 0.16
H -25.2840 32.3555 -13.3155 -5.0734 4.2217 -2.1799 0.03
H -23.1315 32.4260 -14.2020 -0.5718 0.1394 -0.4241 0.09
C -24.6986 35.6819 -15.9845 2.2041 1.6866 2.2407 -0.09
C -24.8591 35.0732 -14.7939 1.5420 -1.3120 1.3815 -0.05
C -23.8226 35.1415 -13.8092 -3.3628 -0.4306 -1.3965 -0.18
N -22.8406 35.9380 -13.8363 3.6034 2.3223 -1.1380 0.04
C -22.6448 36.6355 -14.9570 -1.7839 0.6736 -2.2468 -0.11
C -23.5856 36.5450 -16.0316 0.7145 -0.3146 0.7079 -0.04
H -25.4667 35.4482 -16.6304 -0.9996 0.3899 -2.2260 0.09
H -25.6810 34.4101 -14.7990 -0.7007 -0.8560 1.0207 0.09
H -23.7103 34.5979 -12.9542 -1.2113 -2.0976 2.2472 0.08
H -21.7743 37.3096 -15.0890 -0.6372 -0.5501 0.4520 0.11
H -23.4551 37.1220 -16.9024 0.5201 0.6686 -0.9338 0.08
C -25.1749 31.1000 -6.2368 -1.1309 -0.7821 0.0107 -0.07
C -25.3075 32.4863 -6.4609 0.0462 -1.1482 1.1846 -0.10
C -26.0389 32.9166 -7.6117 2.4075 2.2083 1.5817 -0.20
N -26.4759 32.1299 -8.5470 -1.0672 -0.5613 -0.3229 0.05
C -26.4238 30.7848 -8.3167 -0.9187 0.9569 -2.2140 -0.19
C -25.8050 30.2742 -7.2418 1.1083 -2.0126 2.4589 -0.13
H -24.8137 30.5386 -5.2654 -0.3513 1.6571 -2.1341 0.14
H -24.9245 33.2190 -5.6998 -0.4790 -0.7144 -1.0188 0.10
H -26.0048 34.0847 -7.6558 -0.7209 -2.1816 -0.7347 0.13
H -26.9291 30.1120 -9.0910 0.8610 1.1284 1.1215 0.13
H -25.8382 29.1479 -7.1349 0.2672 1.5123 0.0374 0.10
C -22.0347 26.4086 -6.3277 -2.4280 2.9618 -4.9251 0.03
C -21.7464 27.4309 -7.4048 1.9274 -1.6574 2.3313 -0.01
C -22.8031 27.9004 -8.1053 -0.6171 -1.9315 1.8671 -0.22
N -24.0259 27.4464 -8.0552 -1.7935 -1.3362 0.1390 0.07
C -24.2850 26.4789 -7.1799 -2.3707 -0.1873 -1.6309 -0.16
C -23.3981 25.9886 -6.2849 5.2106 4.5081 -4.4487 -0.07
H -21.3508 25.8176 -5.8435 1.9089 -0.5860 1.4885 0.06
H -20.7832 27.9486 -7.7872 -1.1303 -1.5438 1.4642 0.12
H -22.6746 28.5963 -8.7977 0.8370 3.2622 -2.9113 0.04
H -25.2767 25.9367 -7.2925 0.9572 1.1541 0.4025 0.13
H -23.6787 25.5757 -5.4922 -2.4562 -4.6087 6.1277 0.02
C -25.8719 29.4715 -15.7577 -5.9799 -10.6964 -2.8146 -0.07
C -27.1535 29.3831 -16.3542 1.0576 -2.5855 -0.4831 -0.02
C -27.7431 28.0539 -16.5279 -1.8375 2.3465 0.6386 -0.17
N -27.2438 26.9261 -16.0995 2.4836 -0.4783 0.5558 0.02
C -25.9960 26.9826 -15.5928 1.3387 3.1265 0.2937 -0.11
C -25.2742 28.2631 -15.3243 -1.1636 -2.1995 -0.8629 -0.02
H -25.4135 30.1588 -15.3967 5.0114 9.4505 3.2176 -0.03
H -27.5551 30.2064 -16.8909 -0.7287 0.6853 0.0947 0.07
H -28.8278 27.8538 -16.8025 1.3947 1.2039 -0.3118 0.12
H -25.4914 26.0525 -15.4247 0.0392 -0.3907 0.3812 0.08
H -24.2501 28.3200 -14.8292 -1.5880 -0.4122 -0.6720 0.11
C -18.2704 33.2923 -12.9001 7.7867 -3.4241 1.0944 -0.11
C -17.8843 32.4203 -14.0212 2.0273 1.7072 -0.7314 -0.07
C -18.7597 32.3756 -15.0950 0.2946 -0.5279 1.0330 -0.21
N -19.9558 32.9223 -15.0118 -1.2698 1.7351 0.4060 0.06
C -20.2388 33.7076 -13.9396 -0.3066 -2.3475 -2.1777 -0.15
C -19.4454 33.8598 -12.8361 -4.2949 3.0342 1.4965 -0.13
H -17.3660 33.3868 -12.0758 -2.7669 -0.0746 -1.9017 0.16
H -16.7649 32.0982 -14.3589 -2.7185 0.6373 1.8368 0.15
H -18.5185 31.8619 -16.0215 0.0171 -0.0838 0.1040 0.10
H -21.2044 34.1315 -13.9556 -0.8993 0.5569 -0.0472 0.06
H -20.0120 34.5198 -12.0469 2.0858 -1.3271 -1.0712 0.16
C -19.7516 28.4978 -13.4155 3.8815 3.4497 -0.6164 -0.09
C -20.8899 27.8791 -13.2103 -0.3766 -3.8021 5.4541 -0.14
C -21.0853 26.9859 -12.0485 2.6014 -1.3533 0.8673 -0.08
N -19.9634 26.6858 -11.2791 -2.5195 1.5369 -0.3333 0.03
C -18.8993 27.5309 -11.3729 0.1853 -0.9172 0.0917 -0.20
C -18.7227 28.4525 -12.3626 -1.6218 -0.6417 -2.7529 -0.08
H -19.6586 29.2082 -14.3632 0.0683 -1.5931 2.1869 0.15
H -21.7595 27.9692 -13.6433 -4.0340 0.9415 -3.3931 0.03
H -22.0706 26.3244 -11.7280 2.6063 2.0429 -1.3587 0.16
H -18.0584 27.4137 -10.6590 -0.8337 -0.2311 -0.2983 0.11
H -17.7604 28.9083 -12.4959 0.0405 0.5501 0.1182 0.09
C -23.2744 33.9785 -18.4682 -1.2850 0.1570 -0.6917 -0.07
C -24.2902 33.1516 -17.9500 -0.4540 -0.4421 -2.8965 -0.04
C -25.4393 32.9700 -18.8679 6.3241 4.3837 0.5021 -0.11
N -25.5503 33.6581 -19.9957 -0.2504 -1.4751 0.2084 0.05
C -24.4886 34.3185 -20.4785 -0.6574 -0.2152 -0.3450 -0.18
C -23.3245 34.5552 -19.8011 -1.2361 -1.4007 2.3553 -0.04
H -22.5514 34.2193 -17.7426 1.4947 0.3052 0.2584 0.07
H -24.1168 32.5141 -17.0329 -0.4827 1.1353 -1.0351 0.11
H -26.1085 32.3478 -18.5464 -4.5019 -3.3294 1.2687 0.03
H -24.6259 34.6040 -21.5180 0.1364 0.4550 0.1463 0.10
H -22.6136 35.1655 -20.2979 0.9773 0.2879 0.2010 0.09